1) Formula: C10H35N13O7
Source: the Open Molecules 2025 dataset
Level of theory: wB97M-V/def2-TZVPD

Output
- Spin multiplicity: 1
- SMILES string: COC[C@H](C)N.NC(N)=O.NC(N)=O.NC(N)=O.NC(N)=O.NC(N)=O.NC(N)=O
- HOMO-LUMO gap: 9.02 eV

CARTESIAN COORDINATES (ANGSTROEM)
C1 1.50967 1.23532 -5.83305
C2 1.67802 0.08799 -6.81070
C3 3.08269 0.01866 -7.39761
O1 3.55792 1.27531 -7.82439
C4 4.93803 1.25700 -8.08896
N1 1.36551 -1.18437 -6.15687
H1 0.48306 1.25081 -5.44729
H2 1.67157 2.20139 -6.30494
H3 2.12774 1.11519 -4.93956
H4 0.97613 0.23515 -7.63724
H5 3.00369 -0.59377 -8.31353
H6 3.73112 -0.55955 -6.72631
H7 5.17512 0.45874 -8.80512
H8 5.53011 1.08830 -7.18264
H9 5.20635 2.22073 -8.51649
H10 1.37099 -1.95629 -6.81914
H11 2.07113 -1.38298 -5.45575
C5 -4.38503 -1.24705 -9.06800
O2 -3.38351 -0.85816 -9.64928
N2 -5.43884 -0.39838 -8.83888
N3 -4.53247 -2.51190 -8.56099
H12 -5.40309 0.50921 -9.26205
H13 -6.23971 -0.66332 -8.29674
H14 -3.76304 -3.14919 -8.63691
H15 -5.31324 -2.65533 -7.94851
C6 0.39685 -7.03910 -8.93913
O3 0.09243 -7.89390 -9.75591
N4 1.51628 -6.26245 -9.04620
N5 -0.40214 -6.73886 -7.86309
H16 1.75995 -5.64179 -8.29353
H17 2.15463 -6.39045 -9.80552
H18 -0.08210 -6.15496 -7.10962
H19 -1.16796 -7.36058 -7.68409
C7 4.89494 -3.88153 -7.00316
O4 4.87209 -2.96560 -6.20244
N6 5.84186 -4.87220 -6.93247
N7 3.95725 -4.02831 -7.98569
H20 6.56377 -4.70162 -6.25628
H21 5.96730 -5.62375 -7.58276
H22 4.01401 -4.75595 -8.67480
H23 3.22046 -3.35406 -8.13516
C8 1.21605 -3.31262 -14.05992
O5 1.22765 -2.13614 -13.76303
N8 2.21221 -4.17968 -13.67160
N9 0.20714 -3.89586 -14.79562
H24 2.34676 -5.08289 -14.08849
H25 2.98195 -3.82325 -13.13601
H26 0.36134 -4.82607 -15.13986
H27 -0.34812 -3.23585 -15.30941
C9 0.23162 -3.02946 -9.38527
O6 1.30175 -2.91594 -8.78169
N10 -0.94350 -2.47559 -8.98700
N11 0.20618 -3.63475 -10.61331
H28 -0.90086 -1.91424 -8.15447
H29 -1.75580 -2.47363 -9.57539
H30 1.14875 -3.83481 -10.89440
H31 -0.56125 -3.62109 -11.25622
C10 -2.00493 -2.60757 -5.30094
O7 -1.19631 -3.46779 -4.99881
N12 -1.65957 -1.45027 -5.94522
N13 -3.35240 -2.76038 -5.07180
H32 -0.67226 -1.21610 -6.02524
H33 -2.38284 -0.80250 -6.19948
H34 -3.97876 -2.00169 -5.26847
H35 -3.68856 -3.51435 -4.50456

---

2) Formula: C10H35N13O7
Source: the Open Molecules 2025 dataset
Level of theory: wB97M-V/def2-TZVPD

Output
- Spin multiplicity: 1
- SMILES string: COC[C@H](C)N.NC(N)=O.NC(N)=O.NC(N)=O.NC(N)=O.NC(N)=O.NC(N)=O
- HOMO-LUMO gap: 9.70 eV

CARTESIAN COORDINATES (ANGSTROEM)
C1 -1.34012 -0.50523 4.06600
C2 0.16675 -0.25773 3.90203
C3 1.09536 -0.51955 5.19126
O1 2.37515 -0.02573 5.08636
C4 3.07306 -0.30108 6.30415
N1 0.70992 -0.86043 2.71163
H1 -1.63535 0.29508 4.74456
H2 -1.50996 -1.52961 4.39754
H3 -1.80895 -0.37845 3.09018
H4 0.28629 0.80251 3.67914
H5 1.03636 -1.60695 5.23790
H6 0.69747 -0.26670 6.17404
H7 3.47816 -1.30968 6.38612
H8 2.62573 0.07522 7.22415
H9 3.87236 0.43426 6.21194
H10 0.97181 -1.83189 2.79991
H11 1.64286 -0.47915 2.64556
C5 -4.03923 -0.79391 -4.19702
O2 -3.44938 -1.29929 -5.13401
N2 -4.44336 0.47711 -4.21499
N3 -4.29714 -1.51033 -3.08038
H12 -4.10720 1.02674 -4.99281
H13 -4.91030 0.90080 -3.42597
H14 -3.77621 -2.37431 -3.12813
H15 -4.77826 -1.16844 -2.26079
C6 -4.25596 1.04679 -0.31076
O3 -5.05954 1.70669 0.25149
N4 -4.18474 -0.26390 -0.32098
N5 -3.31468 1.52172 -1.05802
H16 -3.33132 -0.63665 -0.71192
H17 -4.79188 -0.74971 0.32359
H18 -2.75930 0.91380 -1.64291
H19 -3.24423 2.52032 -1.19193
C7 3.45510 0.29055 1.53766
O4 2.80796 -0.35258 0.69546
N6 3.18174 1.51933 1.69683
N7 4.21371 -0.17347 2.50262
H20 3.75892 2.10099 2.28728
H21 2.55940 1.97426 1.04427
H22 4.15630 -1.15889 2.71654
H23 4.68716 0.47313 3.11731
C8 1.79860 2.43818 -1.38402
O5 1.99460 3.30921 -0.61842
N8 0.66394 1.81166 -1.55279
N9 2.76405 1.87883 -2.00738
H24 0.70203 1.03934 -2.20254
H25 -0.06684 2.03529 -0.89245
H26 3.59999 2.39964 -1.78359
H27 2.56911 1.01425 -2.49173
C9 1.39495 -0.34270 -4.69407
O6 2.11602 -0.31413 -3.69266
N10 1.73003 -0.77296 -5.88610
N11 0.09828 -0.18496 -4.67735
H28 1.22597 -1.03892 -6.71994
H29 2.65616 -1.17234 -5.83254
H30 -0.32222 -0.24079 -3.76075
H31 -0.34384 -0.43672 -5.54984
C10 -0.71853 -1.10230 -1.22106
O7 -1.59943 -0.83313 -2.02484
N12 0.50487 -1.25956 -1.45795
N13 -0.86546 -1.12304 0.04906
H32 1.00769 -1.24527 -2.33378
H33 1.08409 -1.38039 -0.63942
H34 -1.75094 -0.81583 0.42541
H35 -0.05779 -1.38890 0.59413

---

Which structure is the least stable? The one labeled 2).

---

1) Formula: C6H5FN
Source: the Open Molecules 2025 dataset
Level of theory: wB97M-V/def2-TZVPD

Output
- Spin multiplicity: 1
- Total charge: +1
- HOMO-LUMO gap: 7.28 eV

CARTESIAN COORDINATES (ANGSTROEM)
C1 -0.10134 -0.06937 0.08978
C2 -0.37347 -1.57278 -1.70122
C3 -1.54428 -0.70482 -1.51321
C4 0.39104 0.67207 1.00479
C5 0.50661 -1.24386 -0.74768
C6 0.72327 1.64983 1.92430
N1 -1.38755 0.12326 -0.52430
F1 1.68525 -1.70131 -0.35066
H1 -0.14050 -2.37686 -2.23269
H2 -2.31233 -0.63559 -2.27358
H3 0.38267 2.53637 1.45646
H4 1.83488 1.82040 1.89231
H5 0.33575 1.50266 2.97569

---

2) Formula: C6H5FN
Source: the Open Molecules 2025 dataset
Level of theory: wB97M-V/def2-TZVPD

Output
- Spin multiplicity: 1
- Total charge: +1
- HOMO-LUMO gap: 7.56 eV

CARTESIAN COORDINATES (ANGSTROEM)
C1 -0.08210 0.48944 0.01044
C2 -2.11812 -0.57311 -0.00797
C3 -2.21194 0.87090 -0.00341
C4 1.18725 0.37151 0.00590
C5 -0.80173 -0.85225 0.00244
C6 2.53395 0.05245 0.00509
N1 -1.06130 1.44990 0.00687
F1 -0.17945 -1.99876 0.00394
H1 -2.91927 -1.29114 -0.01425
H2 -3.11660 1.45488 -0.00748
H3 2.84749 -0.44573 0.92963
H4 3.09690 1.00158 -0.05410
H5 2.82493 -0.52967 -0.87711

---

Which structure is the least stable? The one labeled 1).

---

1) Formula: CH13N3O4
Source: the Open Molecules 2025 dataset
Level of theory: wB97M-V/def2-TZVPD

Output
- Spin multiplicity: 1
- SMILES string: N=C(N)N.O.O.O.O
- HOMO-LUMO gap: 9.94 eV

CARTESIAN COORDINATES (ANGSTROEM)
N1 -0.80371 0.79832 2.06414
C1 -0.35880 0.75197 0.65097
N2 -1.31326 1.23591 -0.29277
N3 0.77907 0.30700 0.21576
H1 -1.76917 0.76891 2.15466
H2 -0.31853 0.27974 2.77052
H3 -1.00531 1.04147 -1.25413
H4 -1.78708 2.04552 -0.18992
H5 1.40150 -0.07843 0.95645
H6 0.92169 0.60513 -3.16226
H7 1.35355 0.95343 -1.65646
O1 0.86160 1.23403 -2.48435
H8 1.58432 -0.76575 4.31772
H9 1.48715 0.70640 3.34123
O2 1.38052 -0.24962 3.50666
H10 -0.06273 -1.57399 -2.12736
H11 1.12695 -0.81719 -1.47746
O3 0.86803 -1.36265 -2.15553
H12 -1.45341 -2.82791 -0.88749
H13 -1.85856 -1.36282 -0.70367
O4 -1.62293 -2.10611 -1.35397

---

2) Formula: CH13N3O4
Source: the Open Molecules 2025 dataset
Level of theory: wB97M-V/def2-TZVPD

Output
- Spin multiplicity: 1
- SMILES string: N=C(N)N.O.O.O.O
- HOMO-LUMO gap: 9.58 eV

CARTESIAN COORDINATES (ANGSTROEM)
N1 -1.39717 0.37193 1.58517
C1 -0.58616 0.66173 0.54157
N2 -1.21654 0.83044 -0.71651
N3 0.71325 0.77400 0.49093
H1 -2.28195 -0.12356 1.35043
H2 -0.85998 -0.07085 2.25490
H3 -0.54168 1.21319 -1.39055
H4 -2.01993 1.41142 -0.64929
H5 1.05500 0.60605 1.41448
H6 1.19871 -0.06470 -2.64157
H7 1.45042 1.25194 -3.43195
O1 0.75819 0.82724 -2.92601
H8 1.31613 -0.13527 4.69185
H9 0.83068 1.33934 4.30960
O2 1.16594 0.49364 4.01502
H10 0.85330 -1.90113 -1.27208
H11 1.93653 -0.94674 -0.47582
O3 1.74263 -1.42569 -1.37246
H12 -1.85097 -2.22043 -1.77314
H13 -1.19485 -0.96193 -1.94100
O4 -1.07153 -1.93061 -2.06358

---

Which structure is the least stable? The one labeled 1).

---

1) Formula: S2
Source: the Open Molecules 2025 dataset
Level of theory: wB97M-V/def2-TZVPD

Output
- Spin multiplicity: 1
- HOMO-LUMO gap: 5.63 eV

CARTESIAN COORDINATES (ANGSTROEM)
S1 0.00000 0.00000 1.15143
S2 0.00000 0.00000 -1.15143

---

2) Formula: S2
Source: the Open Molecules 2025 dataset
Level of theory: wB97M-V/def2-TZVPD

Output
- Spin multiplicity: 1
- HOMO-LUMO gap: 5.63 eV

CARTESIAN COORDINATES (ANGSTROEM)
S1 0.00000 0.00000 1.14494
S2 0.00000 0.00000 -1.14494

---

Which structure is the least stable? The one labeled 1).

---

1) Formula: C5H13N2
Source: the Open Molecules 2025 dataset
Level of theory: wB97M-V/def2-TZVPD

Output
- Expectation value of S²: 0.77
- Spin multiplicity: 2
- Total charge: +2
- HOMO-LUMO gap (spin up / spin down): 5.77 / 4.27 eV

CARTESIAN COORDINATES (ANGSTROEM)
C1 0.85119 1.31197 1.57156
C2 -0.20858 0.60065 0.87917
C3 -1.11175 1.38357 0.03048
C4 -1.22420 0.45984 -1.24564
C5 -1.73139 -0.80054 -1.09519
N1 -1.33216 -1.94240 -1.74604
N2 2.90793 -1.09533 0.31733
H1 1.73644 0.73649 1.82780
H2 0.47621 1.80575 2.48789
H3 1.24462 2.06941 0.88196
H4 -0.38565 -0.38452 1.30289
H5 -0.68316 2.31504 -0.32179
H6 -2.04964 1.49022 0.60669
H7 -0.97700 1.01234 -2.14474
H8 -2.38937 -0.99088 -0.23933
H9 -0.90277 -2.68964 -1.19096
H10 -1.88460 -2.42369 -2.47603
H11 2.82991 -0.09279 0.43110
H12 2.71428 -1.24222 -0.67203
H13 2.11969 -1.52326 0.79488

---

2) Formula: C5H13N2
Source: the Open Molecules 2025 dataset
Level of theory: wB97M-V/def2-TZVPD

Output
- Expectation value of S²: 0.76
- Spin multiplicity: 2
- Total charge: +2
- HOMO-LUMO gap (spin up / spin down): 9.88 / 9.15 eV

CARTESIAN COORDINATES (ANGSTROEM)
C1 -0.04376 -1.26400 1.67285
C2 1.18536 -0.34430 1.27684
C3 1.61879 -0.32016 -0.22591
C4 0.70250 0.10774 -1.18856
N1 -0.30596 1.07660 -0.89642
C5 -1.14139 1.58638 -2.07898
N2 -1.37311 -0.91248 1.16339
H1 0.09621 -2.31932 1.50143
H2 -0.02268 -0.98557 2.75112
H3 0.97248 0.71144 1.57926
H4 2.12737 -0.65817 1.72220
H5 2.67440 -0.40053 -0.56639
H6 0.69957 -0.19511 -2.23884
H7 -0.06753 1.91684 -0.32508
H8 -1.06838 2.67376 -2.15919
H9 -0.74186 1.21250 -3.01584
H10 -2.21000 1.26424 -1.97693
H11 -1.92237 -0.43636 1.89993
H12 -2.05021 -1.61689 0.85947
H13 -1.30013 -0.00181 0.59013

---

Which structure is the least stable? The one labeled 1).

---

1) Formula: CH6N3O
Source: the Open Molecules 2025 dataset
Level of theory: wB97M-V/def2-TZVPD

Output
- Expectation value of S²: 2.01
- Spin multiplicity: 3
- Total charge: +1
- HOMO-LUMO gap (spin up / spin down): 5.34 / 8.47 eV

CARTESIAN COORDINATES (ANGSTROEM)
C1 -0.14931 0.03926 -0.26366
N1 0.12063 1.10609 -1.17392
N2 -1.10684 -0.10266 0.67678
N3 1.10766 -0.60618 0.20756
O1 -0.32176 -0.14495 -1.64934
H1 -0.51115 1.84229 -1.00980
H2 -2.11579 -0.39790 0.58937
H3 -1.00566 0.47701 1.54010
H4 1.55469 0.12740 0.82186
H5 1.63688 -0.96307 -0.60837
H6 0.79064 -1.37727 0.86942

---

2) Formula: CH6N3O
Source: the Open Molecules 2025 dataset
Level of theory: wB97M-V/def2-TZVPD

Output
- Expectation value of S²: 2.01
- Spin multiplicity: 3
- Total charge: +1
- HOMO-LUMO gap (spin up / spin down): 7.12 / 8.87 eV

CARTESIAN COORDINATES (ANGSTROEM)
C1 -0.20943 0.17114 0.14223
N1 -1.43595 0.01235 -0.52777
N2 0.64892 1.15267 -0.05009
N3 0.62158 -1.21190 0.13662
O1 -1.31867 0.00943 0.99197
H1 -2.00056 0.91080 -0.87912
H2 1.35329 1.61569 0.53471
H3 0.16016 1.77871 -0.68645
H4 0.02939 -1.77821 -0.46694
H5 0.64493 -1.44556 1.15240
H6 1.50634 -1.21512 -0.34756

---

Which structure is the least stable? The one labeled 1).